Record 1
C24H42N10O3 | ωB97M-V/def2-TZVPD

Structure (XYZ):
```
79
Properties=species:S:1:pos:R:3:forces:R:3:lowdin_charge:R:1
C -1.346 6.554 -2.494 0.415 1.515 0.230 -0.127
O -0.275 5.679 -2.863 -1.481 -0.283 0.620 -0.223
C -0.632 4.292 -2.731 1.100 -0.881 -1.354 -0.133
C 0.656 3.430 -2.267 -0.365 1.092 0.605 -0.354
N 1.823 4.279 -1.938 -0.390 -0.885 -0.119 0.044
O 0.298 2.758 -1.025 0.594 -0.808 -2.216 -0.163
C -0.175 1.420 -1.279 -0.792 -0.708 1.822 -0.150
C -0.072 0.598 0.111 0.144 0.906 -0.072 -0.323
C 0.591 1.432 1.289 0.366 -0.693 -0.023 -0.063
O 0.764 -0.630 -0.048 -5.845 8.580 -1.073 -0.210
H -2.312 6.395 -3.064 0.995 -0.196 0.686 0.095
H -0.996 7.612 -2.759 -0.409 -1.453 0.281 0.097
H -1.513 6.571 -1.360 0.016 -0.384 -1.474 0.083
H -0.869 3.916 -3.791 -0.112 0.451 1.387 0.128
H -1.510 4.088 -2.048 1.083 0.399 -0.554 0.130
H 0.964 2.702 -3.081 -0.796 0.330 0.950 0.138
H 2.122 4.851 -2.735 -0.399 -0.300 0.398 0.034
H 2.595 3.613 -1.768 -0.569 0.649 -0.074 0.061
H -1.282 1.437 -1.547 1.308 0.004 -0.110 0.116
H 0.430 0.849 -2.046 -0.567 0.843 0.698 0.124
H -1.097 0.260 0.440 1.185 0.652 -0.415 0.083
H 1.615 1.834 0.984 -1.495 -0.407 0.356 0.086
H -0.069 2.270 1.660 0.780 -0.834 -0.612 0.080
H 0.766 0.706 2.152 -0.300 0.892 -1.079 0.083
H 0.142 -1.320 -0.334 0.278 0.699 0.161 0.067
C -3.159 7.608 1.253 -0.203 -0.688 -0.158 -0.069
C -3.564 6.215 0.913 -0.132 -0.494 -0.127 -0.275
N -3.879 5.131 0.648 0.386 1.390 0.337 0.119
H -2.497 7.601 2.119 -0.047 -0.052 -0.079 0.080
H -2.635 8.058 0.409 -0.038 -0.081 0.043 0.068
H -4.042 8.205 1.484 0.042 -0.089 -0.031 0.077
C 3.303 -4.198 0.297 -0.478 0.833 -0.029 -0.084
C 2.372 -3.031 0.257 -0.290 0.636 0.024 -0.121
N 1.642 -2.113 0.222 5.889 -10.395 1.313 0.084
H 2.886 -5.025 -0.279 0.041 0.083 0.035 0.078
H 4.266 -3.920 -0.128 -0.135 -0.057 0.034 0.040
H 3.450 -4.521 1.328 -0.005 0.040 -0.087 0.070
C 7.895 -3.883 0.543 -0.514 -0.421 -0.108 -0.062
C 6.835 -4.902 0.308 -0.292 -0.399 -0.068 -0.252
N 6.008 -5.696 0.127 1.150 0.973 0.299 0.129
H 7.914 -3.170 -0.282 -0.055 -0.107 0.019 0.078
H 7.695 -3.348 1.472 0.002 -0.115 -0.026 0.062
H 8.867 -4.370 0.615 -0.112 -0.010 0.014 0.082
C -3.533 -2.159 1.635 0.278 0.414 -0.610 -0.055
C -3.064 -1.477 0.397 0.095 0.182 -0.464 -0.225
N -2.700 -0.946 -0.569 -0.702 -0.907 1.106 0.142
H -3.135 -3.173 1.673 -0.051 0.084 -0.010 0.086
H -3.195 -1.615 2.518 0.065 -0.027 -0.119 0.054
H -4.622 -2.204 1.640 0.103 -0.014 -0.016 0.054
C -4.550 -0.478 5.643 0.522 -0.483 -0.149 -0.067
C -3.497 -1.497 5.373 1.335 -1.292 -0.232 -0.263
N -2.667 -2.299 5.173 -2.030 1.967 0.422 0.123
H -4.120 0.523 5.591 0.013 -0.103 -0.011 0.080
H -5.346 -0.563 4.903 0.080 -0.032 0.043 0.077
H -4.970 -0.634 6.637 0.066 -0.038 -0.080 0.079
C 5.779 2.458 -3.488 -0.451 0.566 -0.036 -0.062
C 4.864 3.629 -3.580 -0.271 0.429 -0.074 -0.237
N 4.150 4.540 -3.651 1.162 -1.176 -0.077 0.139
H 5.365 1.619 -4.047 -0.012 0.098 0.037 0.079
H 6.754 2.716 -3.904 -0.099 0.032 0.023 0.078
H 5.903 2.165 -2.445 -0.049 0.062 -0.069 0.080
C 6.209 -6.252 4.280 0.417 0.564 -0.020 -0.062
C 7.126 -5.079 4.237 0.313 0.403 -0.023 -0.261
N 7.841 -4.166 4.203 -0.925 -1.172 -0.043 0.118
H 6.780 -7.163 4.464 -0.001 0.106 -0.018 0.080
H 5.478 -6.123 5.078 0.088 0.043 -0.047 0.080
H 5.685 -6.347 3.328 0.088 0.049 0.036 0.067
C -6.657 -3.631 -0.512 0.232 -0.335 0.637 -0.074
C -6.215 -4.269 0.760 0.121 -0.252 0.435 -0.273
N -5.863 -4.757 1.751 -0.441 0.644 -1.257 0.126
H -7.719 -3.815 -0.676 0.096 0.009 0.030 0.082
H -6.487 -2.555 -0.465 -0.014 -0.077 -0.001 0.074
H -6.093 -4.045 -1.347 -0.048 0.016 0.085 0.070
C -4.743 -2.080 -3.944 -0.726 -0.010 0.132 -0.064
C -6.224 -2.162 -3.791 -1.064 -0.013 0.016 -0.270
N -7.382 -2.221 -3.681 2.059 0.056 -0.105 0.118
H -4.495 -1.647 -4.913 -0.081 -0.034 0.069 0.079
H -4.322 -1.454 -3.155 -0.046 -0.046 -0.027 0.064
H -4.307 -3.077 -3.878 -0.071 0.064 -0.003 0.078
```
Forces are in eV/Å.

Output
Frontier orbital gap in eV: 8.1
Spin multiplicity: 1
Strongest force on any atom in hartree/bohr: 0.234
Total energy in Eh: -1712.66158
LUMO level in hartree: 0.013

Record 2
C24H43AlIP2 | ωB97M-V/def2-TZVPD

Structure (XYZ):
```
71
Properties=species:S:1:pos:R:3:forces:R:3:lowdin_charge:R:1
Al 2.108 0.823 -0.970 -3.320 -2.142 -2.147 0.254
C -0.932 1.728 0.065 -1.085 -0.957 -0.490 -0.384
C -0.366 1.199 -1.202 -0.840 -0.507 1.016 -0.381
C -2.043 -0.228 -0.376 0.716 -0.521 -0.604 -0.260
C -1.894 0.827 0.560 1.508 1.887 -0.354 -0.343
C -1.211 -0.004 -1.460 1.055 0.485 0.719 -0.259
C -0.592 3.024 0.705 -0.222 0.222 0.307 -0.069
H 0.256 3.522 0.227 -0.072 0.050 0.077 0.055
H -0.365 2.876 1.773 0.116 0.193 -0.104 0.063
H -1.453 3.715 0.664 0.401 -0.137 0.032 0.100
C -2.594 0.915 1.874 -0.109 -0.156 0.094 -0.056
H -2.116 1.636 2.539 -0.019 0.003 0.009 0.067
H -2.574 -0.065 2.367 -0.113 0.152 0.088 0.072
H -3.647 1.206 1.776 0.141 -0.056 -0.002 0.092
C -3.005 -1.358 -0.199 -0.090 0.240 0.051 -0.029
H -4.033 -0.997 -0.292 -0.047 -0.112 0.006 0.093
H -2.907 -1.797 0.798 -0.068 -0.040 -0.061 0.076
H -2.848 -2.136 -0.936 -0.026 -0.171 -0.110 0.068
C -1.352 -0.691 -2.770 -0.387 -0.400 -0.490 -0.056
H -2.347 -0.415 -3.179 0.513 -0.241 -0.083 0.102
H -1.349 -1.795 -2.681 0.007 0.433 -0.119 0.065
H -0.598 -0.404 -3.519 -0.160 -0.058 0.287 0.068
C -0.087 2.128 -2.349 -0.357 0.255 -0.433 -0.117
H -1.047 2.455 -2.783 0.383 0.134 -0.141 0.106
H 0.510 1.639 -3.130 -0.165 0.180 -0.052 0.061
H 0.459 3.024 -2.030 -0.047 0.055 -0.098 0.063
C 6.152 1.306 0.812 0.617 1.814 0.715 -0.156
C 5.670 2.519 0.493 1.892 -0.325 0.732 -0.160
C 6.077 3.242 -0.767 -0.506 0.771 0.486 -0.184
C 6.087 2.377 -2.004 0.711 0.180 -1.247 -0.184
C 5.071 1.254 -2.097 0.992 -0.572 -1.164 -0.137
C 5.432 -0.008 -1.802 -0.103 0.146 -1.220 -0.149
C 6.655 -0.408 -1.049 0.711 -0.243 0.194 -0.170
C 7.181 0.576 0.012 0.956 -0.541 0.194 -0.166
H 7.075 3.694 -0.675 -0.218 -0.068 0.301 0.133
H 7.126 2.008 -2.160 -0.870 -0.159 0.131 0.119
H 5.395 4.093 -0.895 0.075 -0.096 -0.062 0.117
H 7.927 1.241 -0.452 -0.583 0.108 0.244 0.117
H 5.953 0.907 1.813 0.001 0.152 -0.325 0.105
H 5.126 3.112 1.230 0.071 -0.260 -0.158 0.093
H 7.798 -0.005 0.724 -0.326 0.116 -0.269 0.128
H 6.448 -1.365 -0.555 -0.003 0.045 -0.074 0.104
H 4.906 -0.887 -2.214 -0.075 0.837 0.478 0.086
H 7.509 -0.622 -1.718 -0.448 0.007 -0.013 0.137
H 5.955 3.034 -2.888 -0.167 -0.303 0.413 0.129
H 4.165 1.484 -2.696 0.601 -0.400 0.485 0.090
P 2.980 1.024 1.458 -0.653 -0.779 -3.109 0.641
P 2.214 -1.548 -1.247 -1.325 0.567 0.483 0.695
C 4.001 -0.409 0.810 0.675 0.235 -0.417 -0.433
C 3.538 -1.735 0.017 0.430 0.216 0.796 -0.359
H 4.603 -0.704 1.684 -0.123 -0.277 -0.203 0.097
H 4.670 0.184 0.167 -0.450 -0.713 0.249 -0.001
H 4.440 -2.162 -0.460 -0.134 0.356 0.520 0.078
H 3.219 -2.455 0.791 -0.126 0.126 -0.586 0.080
C 1.233 -3.054 -1.200 -0.055 -1.339 -0.333 -0.248
H 0.229 -2.868 -1.614 0.408 0.112 0.158 0.034
H 1.111 -3.451 -0.179 0.104 0.316 -0.340 0.054
H 1.707 -3.841 -1.816 -0.271 0.149 0.324 0.058
C 2.693 -1.336 -2.986 0.806 -0.490 -0.870 -0.276
H 3.378 -2.139 -3.304 -0.221 0.253 -0.268 0.061
H 3.183 -0.356 -3.183 -0.362 -0.709 0.283 0.013
H 1.787 -1.355 -3.627 0.322 -0.208 0.598 0.066
C 3.312 1.818 3.042 -0.271 0.098 0.712 -0.226
H 2.558 2.619 3.199 0.350 -0.592 -0.058 0.078
H 4.311 2.263 3.071 -0.079 -0.113 -0.101 0.052
H 3.228 1.045 3.830 -0.050 0.425 -0.353 0.072
C 2.978 2.456 0.049 -0.406 2.178 1.790 -0.301
H 2.054 2.707 -0.585 0.852 0.001 1.590 0.036
H 3.853 2.438 -0.616 -0.571 -0.526 0.442 0.018
H 3.097 3.368 0.659 0.042 0.365 0.207 0.074
I 0.875 -0.204 1.494 0.064 0.350 1.250 1.136
```
Forces are in eV/Å.

Output
Frontier orbital gap in eV: 4.9
Net charge: +1
Spin multiplicity: 1
Strongest force on any atom in hartree/bohr: 0.087
Total energy in Eh: -2162.60937
LUMO level in hartree: -0.134
Relative energy (zero: lowest compared OMol25 entry of this formula, charge and spin) in kcal/mol: 0.0

Record 3
C24H43BrNO16P3 | ωB97M-V/def2-TZVPD

Structure (XYZ):
```
88
Properties=species:S:1:pos:R:3:forces:R:3:lowdin_charge:R:1
C 4.555 -2.544 -2.509 0.386 -0.283 -0.411 -0.142
C 4.174 -3.075 -1.131 0.321 -0.051 -0.180 -0.658
Br 4.390 -5.059 -1.185 0.011 0.388 0.074 0.661
C 2.786 -2.747 -0.530 0.790 0.318 0.102 -0.118
C 1.671 -2.091 -1.360 -0.372 0.806 1.204 -0.348
O 0.629 -3.144 -1.493 0.463 -0.849 0.234 0.040
C 1.019 -4.062 -2.346 -0.641 0.695 -1.758 -0.319
N 1.220 -4.612 -3.353 0.068 -0.076 1.553 0.208
O 1.803 -1.548 -2.637 -0.102 -0.576 -1.208 0.089
C 0.528 -1.022 -2.932 0.049 0.177 1.598 -0.487
O 0.070 -0.814 -4.002 0.492 -0.173 0.383 0.208
O -0.085 -0.780 -1.724 -0.531 0.180 -0.756 0.040
C 0.930 -0.890 -0.689 -0.056 -0.642 -1.209 -0.129
C 1.564 0.521 -0.699 1.052 0.029 1.381 -0.072
C 3.079 0.642 -0.375 0.122 0.666 -0.335 -0.105
C 4.002 0.944 -1.565 0.260 0.035 0.515 -0.224
C 5.331 1.278 -1.259 -0.079 0.021 0.099 -0.056
C 6.234 1.584 -2.254 0.951 0.197 -0.659 -0.091
C 5.886 1.541 -3.609 -0.493 -0.105 0.672 -0.086
C 4.572 1.217 -3.899 0.197 0.115 -0.875 -0.083
C 3.643 0.940 -2.902 -0.388 0.008 -0.117 -0.064
H 3.961 -2.989 -3.322 -0.068 0.280 0.407 0.081
H 5.594 -2.847 -2.718 -0.315 0.130 0.191 0.079
H 4.526 -1.448 -2.569 -0.189 -0.306 0.121 0.062
H 4.946 -2.757 -0.418 -0.320 -0.195 -0.159 0.087
H 2.379 -3.677 -0.113 -0.094 0.364 -0.298 0.099
H 2.941 -2.132 0.373 -0.054 -0.003 -0.483 0.121
H 0.546 -1.231 0.280 -0.395 0.451 -0.340 0.173
H 1.033 1.097 0.077 0.056 -0.342 -0.245 0.131
H 1.381 1.087 -1.621 -0.176 -0.656 0.084 0.123
H 3.192 1.506 0.302 0.000 -0.394 -0.110 0.126
H 3.516 -0.208 0.164 -0.376 0.148 -0.042 0.106
H 5.666 1.330 -0.222 -0.195 -0.067 -0.183 0.118
H 7.262 1.876 -2.027 -0.326 -0.148 0.255 0.105
H 6.599 1.771 -4.398 -0.135 -0.060 0.240 0.104
H 4.281 1.190 -4.953 -0.152 -0.043 0.373 0.111
H 2.624 0.720 -3.210 0.239 0.012 0.068 0.100
C -2.992 -1.957 -2.434 0.039 -0.054 0.181 -0.109
O -4.281 -1.421 -2.799 2.057 -1.279 -2.271 -0.241
P -5.088 -2.216 -4.044 -7.222 1.272 2.133 0.589
O -6.073 -1.141 -4.366 1.187 0.016 -0.229 -0.264
O -5.698 -3.345 -3.046 0.321 -0.449 -0.623 -0.265
C -6.429 -2.930 -1.901 0.192 0.106 0.406 -0.114
O -5.364 -3.235 -5.349 3.415 0.349 0.802 -0.227
C -4.305 -3.313 -6.322 -0.003 0.053 -0.189 -0.118
H -2.615 -1.391 -1.585 -0.103 0.035 -0.053 0.082
H -3.078 -3.012 -2.159 0.008 0.014 0.025 0.089
H -2.292 -1.846 -3.263 0.089 0.029 0.121 0.073
H -6.842 -1.928 -2.020 0.060 0.002 -0.112 0.086
H -5.778 -2.953 -1.025 -0.046 0.068 0.031 0.082
H -7.245 -3.634 -1.745 0.063 -0.063 -0.140 0.088
H -3.392 -3.702 -5.867 0.021 -0.062 -0.129 0.081
H -4.111 -2.328 -6.753 0.008 -0.050 -0.037 0.086
H -4.619 -3.991 -7.113 -0.099 0.011 0.082 0.086
C -0.108 -3.469 4.423 0.144 -0.181 0.028 -0.127
O 0.866 -2.474 4.054 -3.574 0.163 0.237 -0.277
P 0.580 -0.896 4.621 8.601 2.387 0.036 0.638
O 1.536 -0.291 3.628 -1.054 -0.428 -0.645 -0.278
O 1.287 -1.227 6.048 -0.828 0.316 0.282 -0.264
C 2.554 -1.873 6.064 0.081 -0.524 0.015 -0.106
O 0.094 0.589 5.252 -3.179 -2.180 -0.066 -0.228
C -1.265 0.983 4.959 -0.073 0.161 -0.098 -0.122
H 0.234 -4.433 4.050 0.064 0.072 0.015 0.087
H -0.218 -3.518 5.510 -0.010 -0.051 -0.005 0.083
H -1.074 -3.242 3.966 0.000 -0.129 0.016 0.079
H 3.101 -1.725 5.132 -0.117 0.070 -0.042 0.086
H 2.418 -2.941 6.239 0.091 -0.008 -0.047 0.084
H 3.135 -1.458 6.886 -0.170 0.110 0.029 0.092
H -1.967 0.263 5.384 -0.073 0.121 0.051 0.076
H -1.412 1.053 3.878 -0.017 0.122 0.035 0.080
H -1.444 1.957 5.404 0.155 0.009 -0.046 0.085
C -3.459 7.049 4.165 0.066 0.194 0.068 -0.119
O -2.383 6.111 3.971 -3.241 -0.872 -0.544 -0.250
P -2.510 5.100 2.625 7.648 -0.602 -1.774 0.596
O -1.501 4.083 3.050 -1.214 0.007 0.581 -0.261
O -1.885 6.232 1.642 -0.631 -0.271 -0.425 -0.265
C -0.637 6.828 1.977 0.064 0.390 0.276 -0.106
O -3.126 4.317 1.273 -2.575 1.435 2.005 -0.227
C -4.476 3.825 1.383 -0.030 -0.200 -0.038 -0.119
H -3.213 7.671 5.024 0.083 -0.062 -0.048 0.088
H -3.584 7.682 3.283 0.003 0.022 0.028 0.085
H -4.391 6.520 4.375 -0.009 0.108 0.061 0.080
H -0.043 6.192 2.634 -0.103 -0.078 0.000 0.087
H -0.810 7.790 2.461 0.074 -0.017 0.043 0.084
H -0.084 6.999 1.054 -0.144 -0.080 -0.068 0.090
H -5.171 4.648 1.554 -0.091 -0.075 -0.085 0.080
H -4.551 3.102 2.201 -0.043 -0.012 -0.050 0.083
H -4.736 3.333 0.450 0.118 0.036 -0.009 0.089
```
Forces are in eV/Å.

Output
Frontier orbital gap in eV: 7.0
Spin multiplicity: 1
Strongest force on any atom in hartree/bohr: 0.174
Total energy in Eh: -5796.81132
LUMO level in hartree: -0.083
SMILES: C[C@H](Br)C[C@]1(OC#N)OC(=O)O[C@@H]1CCc1ccccc1.COP(=O)(OC)OC.COP(=O)(OC)OC.COP(=O)(OC)OC
Relative energy (zero: lowest compared OMol25 entry of this formula, charge and spin) in kcal/mol: 0.0